Below is a cluster of 5 separate species, C3H15BrN6O4 in total, with properties calculated with the ωB97M-V functional and the def2-TZVPD basis.

The spin multiplicity is 2. The value obtained for the HOMO energy (alpha / beta) is -11.18 / -11.18 eV. As for the total charge: +1.

Geometry as XYZ:
```
29
Properties=species:S:1:pos:R:3:nbo_charge:R:1
O -1.554 -2.585 2.593 -0.782
H -1.685 -1.809 2.044 0.564
H -0.672 -2.941 2.462 0.562
H -1.881 -2.547 3.495 0.571
Br -1.100 -0.240 0.453 -0.830
C 1.412 0.610 -2.996 0.701
O 1.224 1.404 -3.907 -0.061
N 2.495 0.705 -2.258 -0.718
N 0.661 -0.440 -2.774 -0.721
H 3.057 1.537 -2.363 0.434
H 2.484 0.212 -1.377 0.442
H -0.139 -0.636 -3.358 0.445
H 0.750 -0.749 -1.817 0.439
C 2.803 -1.620 0.257 0.738
O 3.867 -1.555 -0.308 -0.671
N 2.052 -2.664 0.172 -0.829
N 2.235 -0.479 0.664 -0.901
H 1.121 -2.654 0.561 0.381
H 2.436 -3.347 -0.466 0.433
H 1.227 -0.545 0.644 0.410
H 2.853 0.316 0.739 0.424
C -3.146 2.996 1.130 0.740
O -3.570 3.983 1.607 -0.646
N -1.896 2.861 0.783 -0.855
N -3.843 1.937 0.969 -0.831
H -1.120 3.461 0.544 0.407
H -1.717 1.886 0.590 0.366
H -3.564 1.037 0.605 0.384
H -4.790 1.865 1.312 0.403
```



Below is a cluster of 2 separate species, C11H12IN2O in total, with properties calculated with the ωB97M-V functional and the def2-TZVPD basis.

The value obtained for the HOMO energy (alpha / beta) is -11.88 / -11.88 eV. The calculation puts the energy above the lowest of the compared OMol25 structures with the same formula, charge and spin at 2.537 eV. As for the total charge: +1.

Geometry as XYZ:
```
27
Properties=species:S:1:pos:R:3:nbo_charge:R:1
C 0.537 -1.006 2.886 -0.289
C 0.276 -1.683 1.717 0.072
C 0.242 0.291 2.590 0.099
C -0.708 2.660 -1.301 0.136
C -0.731 2.784 0.806 0.130
C -0.408 1.388 -0.912 -0.086
C -0.385 1.459 0.526 0.001
C 0.005 0.053 -1.541 -0.336
C -0.248 -1.027 -0.541 0.505
C 1.550 0.089 -1.713 -0.600
C -0.165 -2.436 -1.053 -0.761
N 0.044 -0.843 0.760 -0.229
N 0.021 0.426 1.317 -0.102
O -0.982 3.463 -0.295 -0.330
I -3.296 -0.962 0.105 -0.315
H 0.591 -1.352 3.931 0.288
H 0.588 -2.725 1.440 0.273
H 0.347 1.345 3.117 0.278
H -0.937 3.141 -2.195 0.223
H -0.937 3.415 1.643 0.230
H -0.516 -0.182 -2.446 0.278
H 1.821 1.019 -2.302 0.260
H 1.852 -0.797 -2.248 0.228
H 2.148 0.065 -0.746 0.218
H 0.724 -2.984 -0.850 0.249
H -0.404 -2.720 -2.153 0.290
H -1.029 -2.878 -0.541 0.291
```



Below is an isolated molecule of ClH2NOS2, with properties calculated with the ωB97M-V functional and the def2-TZVPD basis.

The value obtained for the HOMO energy is -9.97 eV. The calculation puts the energy above the lowest of the compared OMol25 structures with the same formula, charge and spin at 0.225 eV. As for the total charge: 0. As for the structure (SMILES): N[S@](=O)(=S)Cl.

Geometry as XYZ:
```
7
Properties=species:S:1:pos:R:3:nbo_charge:R:1
N -1.005 -0.271 0.102 -1.054
O 0.716 0.001 -1.593 -0.879
S 1.513 -1.555 0.841 -0.315
S 0.609 -0.165 -0.170 1.662
Cl 1.009 1.766 0.733 -0.268
H -1.427 0.089 0.959 0.428
H -1.415 0.135 -0.872 0.428
```



Below is a cluster of 2 separate species, C6H8N2O4 in total, with properties calculated with the ωB97M-V functional and the def2-TZVPD basis.

The value obtained for the HOMO energy (alpha / beta) is -8.82 / -8.82 eV. The calculation puts the energy above the lowest of the compared OMol25 structures with the same formula, charge and spin at 9.662 eV. As for the total charge: 0.

Geometry as XYZ:
```
20
Properties=species:S:1:pos:R:3:nbo_charge:R:1
C 0.680 -0.600 -1.326 -0.021
C 1.627 0.247 -0.935 0.326
C -0.667 -0.723 -0.710 0.519
C -1.215 0.547 -0.126 -0.340
C 2.583 -1.015 -2.370 0.227
C 0.852 1.729 0.555 0.139
N -0.424 1.608 0.546 0.033
N -2.154 -0.725 3.102 -1.115
O -1.125 2.368 1.327 -0.517
O -1.430 -1.643 -0.854 -0.497
O 1.250 -1.387 -2.343 -0.471
O 2.858 0.034 -1.474 -0.493
H -1.688 1.011 -1.140 0.260
H -2.046 0.310 0.537 0.287
H 3.255 -1.858 -2.238 0.169
H 2.761 -0.609 -3.438 0.149
H 1.450 2.532 0.884 0.225
H -2.824 0.001 3.082 0.365
H -1.140 -0.452 3.220 0.385
H -2.602 -1.374 3.701 0.368
```



Below is an isolated molecule of C3H4N2O2, with properties calculated with the ωB97M-V functional and the def2-TZVPD basis.

The value obtained for the HOMO energy is -9.91 eV. The calculation puts the energy above the lowest of the compared OMol25 structures with the same formula, charge and spin at 4.240 eV. As for the total charge: 0. As for the structure (SMILES): OC1(O)C=CN=N1.

Geometry as XYZ:
```
11
Properties=species:S:1:pos:R:3:nbo_charge:R:1
C -0.078 1.080 0.126 -0.171
C -1.391 0.740 0.183 -0.122
C 0.635 -0.292 -0.197 0.553
N -1.600 -0.651 0.059 -0.140
N -0.471 -1.270 -0.200 -0.174
O 1.281 -0.690 0.953 -0.704
O 1.353 -0.156 -1.362 -0.666
H 0.264 2.020 0.251 0.218
H -2.303 1.313 0.284 0.218
H 0.704 -1.131 1.600 0.502
H 1.606 -0.964 -1.697 0.486
```



Below is a structure of composition C6H14BILuNO6PSi, with properties calculated with the ωB97M-V functional and the def2-TZVPD basis.

The value obtained for the HOMO energy is -16.10 eV. As for the total charge: +3.

Geometry as XYZ:
```
32
Properties=species:S:1:pos:R:3:nbo_charge:R:1
C -0.856 -2.994 1.332 -0.430
N -0.581 -1.689 2.012 -0.321
C 0.389 -2.001 3.130 -0.418
C -0.069 -0.752 1.212 0.798
O 0.482 0.262 1.754 -0.929
C -0.107 -0.828 -0.240 -0.959
Si 0.081 0.828 -1.188 0.775
C 1.927 1.238 -1.496 -0.977
C 2.684 1.222 -0.264 0.541
O 2.966 0.300 0.445 -0.576
I 3.348 3.224 0.412 0.215
B -0.914 2.389 -0.376 0.793
O -1.258 3.433 -1.166 -0.900
O -1.196 2.441 0.977 -0.953
P -0.685 0.403 -3.318 1.177
O -1.219 1.748 -3.958 -0.934
O -1.905 -0.642 -3.232 -0.963
H -1.483 -2.897 0.475 0.234
H 0.072 -3.496 1.115 0.221
H -1.372 -3.616 2.038 0.256
H 0.443 -1.204 3.851 0.185
H 1.349 -2.251 2.708 0.213
H 0.018 -2.874 3.629 0.271
H 0.733 -1.456 -0.529 0.310
H -0.984 -1.329 -0.601 0.302
H 2.304 0.437 -2.124 0.329
H 2.037 2.161 -2.042 0.307
H -2.182 3.415 -1.433 0.527
H -2.132 2.618 1.130 0.525
H -2.167 1.865 -3.795 0.513
H -1.532 -1.525 -3.286 0.523
Lu 1.811 1.570 2.826 2.345
```



Below is a cluster of 2 separate species, C3H8NO in total, with properties calculated with the ωB97M-V functional and the def2-TZVPD basis.

The value obtained for the HOMO energy is -14.07 eV. The calculation puts the energy above the lowest of the compared OMol25 structures with the same formula, charge and spin at 3.787 eV. As for the total charge: +1.

Geometry as XYZ:
```
13
Properties=species:S:1:pos:R:3:nbo_charge:R:1
C 0.375 -0.205 0.765 0.156
C 0.589 0.375 -0.575 -0.598
C 2.014 0.692 -0.253 0.483
O 2.313 0.107 0.779 -0.397
N -2.279 -0.452 0.029 -1.130
H 0.429 0.510 1.583 0.244
H 0.271 -1.257 1.002 0.244
H -0.019 1.210 -0.918 0.302
H 0.711 -0.433 -1.301 0.283
H 2.759 0.889 -1.023 0.208
H -1.718 -1.269 0.051 0.390
H -2.947 -0.512 -0.729 0.400
H -2.499 0.344 0.590 0.414
```



Below is a cluster of 11 separate species, C66H144BF12N10O16S8 in total, with properties calculated with the ωB97M-V functional and the def2-TZVPD basis.

The value obtained for the HOMO energy is -10.25 eV. The calculation puts the energy above the lowest of the compared OMol25 structures with the same formula, charge and spin at 0.000 eV. As for the total charge: +1.

Geometry as XYZ:
```
257
Properties=species:S:1:pos:R:3:mulliken_charge:R:1
B 0.705 -0.980 1.496 0.120
F -0.545 -0.453 1.256 -0.430
F 1.679 0.090 1.559 -0.494
F 0.721 -1.703 2.676 0.323
F 1.096 -1.822 0.456 -0.213
C -2.347 -5.009 -5.458 -1.397
C -3.343 -3.850 -5.245 0.057
C -2.611 -2.503 -5.133 0.222
C -1.458 -2.499 -4.043 -1.246
N -1.046 -1.025 -3.607 2.035
C 0.194 -0.976 -2.651 -0.119
C -0.159 0.201 -1.792 0.168
C -1.663 0.092 -1.580 -0.109
C -2.187 -0.311 -2.942 0.630
C -0.652 -0.240 -4.793 -1.564
C 0.565 -0.759 -5.633 -0.239
C 1.243 0.270 -6.338 -1.657
H -1.352 -4.804 -5.062 0.251
H -2.188 -5.248 -6.509 0.354
H -2.758 -5.916 -5.016 0.383
H -3.816 -4.007 -4.276 -0.220
H -4.022 -3.850 -6.098 0.584
H -3.254 -1.659 -4.880 -1.027
H -2.236 -2.246 -6.124 0.298
H -0.504 -2.854 -4.432 1.108
H -1.671 -2.941 -3.070 0.481
H 1.189 -0.883 -3.087 0.272
H 0.077 -1.895 -2.077 -0.609
H 0.124 1.161 -2.225 -0.265
H 0.357 0.115 -0.836 -0.144
H -2.141 0.958 -1.122 1.009
H -1.877 -0.712 -0.876 -0.968
H -2.356 0.607 -3.505 -0.535
H -2.992 -1.021 -2.753 -0.410
H -0.594 0.798 -4.468 0.901
H -1.477 -0.056 -5.481 0.695
H 0.320 -1.466 -6.425 0.365
H 1.374 -1.311 -5.155 0.267
H 1.576 1.059 -5.664 -0.110
H 0.628 0.852 -7.024 0.430
H 2.108 -0.061 -6.913 0.512
C -0.672 4.649 2.792 -1.599
C 0.719 4.042 2.943 0.219
C 0.706 2.651 3.320 2.215
C 0.732 2.464 4.883 -2.010
N 0.615 0.986 5.348 1.575
C 1.899 0.257 5.018 0.050
C 2.945 0.534 6.147 -0.375
C 2.114 1.197 7.272 -1.171
C 0.720 0.963 6.934 -0.876
C -0.705 0.327 4.798 -0.047
C -2.077 0.967 5.311 -0.353
C -3.290 0.190 4.886 -1.061
H -0.606 5.727 2.645 0.571
H -1.292 4.462 3.669 0.213
H -1.112 4.307 1.855 0.289
H 1.189 4.623 3.736 0.476
H 1.252 4.251 2.016 -0.617
H 1.563 2.186 2.834 -0.734
H -0.219 2.153 3.029 -0.206
H 0.024 3.103 5.411 0.249
H 1.699 2.848 5.209 0.756
H 1.621 -0.759 5.296 -0.177
H 2.329 0.382 4.024 0.158
H 3.415 -0.356 6.567 0.503
H 3.751 1.206 5.853 0.001
H 2.479 0.681 8.159 0.410
H 2.267 2.277 7.282 0.359
H 0.298 0.071 7.397 0.564
H 0.043 1.730 7.311 0.587
H -0.670 -0.726 5.077 0.279
H -0.558 0.245 3.721 -0.301
H -2.276 1.959 4.903 -0.097
H -1.916 1.066 6.384 0.416
H -4.213 0.764 4.798 0.300
H -3.473 -0.636 5.573 0.373
H -3.079 -0.226 3.901 0.044
C 7.622 0.875 2.505 -1.179
C 6.969 -0.067 3.537 -0.744
C 5.799 -1.093 3.201 0.168
C 6.192 -2.245 2.285 -0.944
N 5.118 -2.654 1.234 0.654
C 5.568 -3.819 0.326 -0.508
C 5.217 -3.581 -1.115 -0.961
C 4.262 -2.348 -1.048 0.566
C 4.722 -1.623 0.211 -0.683
C 3.840 -3.141 1.992 0.032
C 4.180 -4.277 3.006 -1.018
C 2.858 -5.033 3.097 -1.337
H 6.850 1.363 1.910 0.141
H 8.146 0.181 1.848 0.460
H 8.460 1.345 3.019 0.381
H 6.447 0.574 4.247 0.287
H 7.749 -0.701 3.959 0.431
H 4.984 -0.528 2.749 -0.274
H 5.383 -1.462 4.139 0.359
H 6.562 -3.052 2.917 0.447
H 7.004 -1.988 1.604 0.661
H 5.189 -4.738 0.771 0.336
H 6.655 -3.854 0.403 0.447
H 4.778 -4.508 -1.484 0.371
H 6.110 -3.383 -1.707 0.299
H 3.243 -2.718 -0.937 -0.954
H 4.082 -1.707 -1.912 0.831
H 4.025 -0.945 0.703 0.111
H 5.673 -1.121 0.030 0.415
H 3.265 -3.474 1.128 0.191
H 3.404 -2.280 2.498 -0.042
H 4.536 -3.890 3.961 0.439
H 5.002 -4.897 2.648 0.609
H 2.580 -5.314 2.081 0.383
H 2.037 -4.457 3.523 0.068
H 3.054 -5.847 3.795 0.533
C 2.950 3.665 -6.402 -0.978
C 2.624 5.058 -5.733 -0.821
C 3.499 5.299 -4.554 -0.180
C 2.677 5.289 -3.293 -1.130
N 3.571 5.011 -1.986 0.507
C 2.584 4.930 -0.821 -1.168
C 2.145 3.502 -0.825 0.547
C 2.987 2.601 -1.766 0.398
C 4.157 3.556 -1.917 -1.427
C 4.688 6.041 -1.788 -1.083
C 4.137 7.523 -1.771 -0.117
C 5.363 8.454 -1.433 -1.459
H 4.000 3.537 -6.665 0.362
H 2.424 3.728 -7.355 0.449
H 2.606 2.765 -5.893 0.061
H 1.568 4.992 -5.472 0.390
H 2.580 5.866 -6.463 0.463
H 4.111 6.193 -4.675 0.426
H 4.194 4.462 -4.476 0.185
H 2.114 4.357 -3.334 0.501
H 2.070 6.178 -3.124 0.417
H 3.219 4.994 0.064 0.554
H 1.763 5.645 -0.796 0.403
H 2.146 3.127 0.198 -0.578
H 1.095 3.419 -1.106 0.190
H 3.313 1.641 -1.365 0.407
H 2.687 2.513 -2.810 -0.234
H 4.874 3.494 -1.099 0.585
H 4.661 3.347 -2.861 0.588
H 5.400 5.968 -2.610 0.533
H 5.256 5.814 -0.886 0.773
H 3.322 7.760 -1.087 0.306
H 3.891 7.819 -2.790 0.195
H 6.096 8.453 -2.241 0.381
H 5.981 8.305 -0.548 0.361
H 5.135 9.519 -1.407 0.397
C -4.488 -0.034 -7.251 -1.266
C -5.326 -0.049 -5.981 -0.199
C -5.146 1.140 -5.069 0.395
C -6.325 1.130 -4.007 -1.414
N -6.100 2.184 -2.860 1.174
C -4.769 1.956 -2.037 0.875
C -5.141 2.459 -0.631 -0.814
C -6.516 1.829 -0.554 -0.153
C -7.190 2.244 -1.862 -0.819
C -5.972 3.601 -3.396 -1.546
C -7.094 4.013 -4.322 -0.119
C -6.675 5.341 -4.960 -1.551
H -5.010 -0.638 -7.994 0.368
H -3.515 -0.453 -6.994 0.143
H -4.183 0.886 -7.750 0.374
H -5.215 -1.003 -5.467 -0.198
H -6.353 -0.161 -6.329 0.703
H -5.057 2.062 -5.644 0.399
H -4.212 1.162 -4.508 -0.251
H -6.379 0.238 -3.383 0.466
H -7.354 1.263 -4.343 0.591
H -3.923 2.420 -2.543 0.322
H -4.712 0.868 -1.984 -0.851
H -5.273 3.532 -0.487 0.568
H -4.518 2.033 0.155 -0.053
H -7.123 2.166 0.287 0.684
H -6.454 0.751 -0.404 -0.265
H -7.705 3.195 -1.727 0.393
H -7.898 1.458 -2.125 0.338
H -5.043 3.561 -3.964 0.316
H -5.805 4.192 -2.495 0.924
H -8.104 4.051 -3.914 0.550
H -7.179 3.382 -5.207 0.206
H -5.744 5.384 -5.526 0.376
H -6.349 6.082 -4.230 0.411
H -7.467 5.820 -5.536 0.391
C 1.004 -5.665 -2.888 -1.652
C 1.372 -5.158 -1.547 1.272
C 0.497 -5.748 -0.430 -0.395
C -1.055 -5.508 -0.583 -0.925
N -1.910 -6.166 0.596 0.900
C -3.379 -5.937 0.195 -0.298
C -3.867 -7.417 -0.130 -0.713
C -2.973 -8.288 0.877 -0.770
C -1.600 -7.658 0.656 -0.654
C -1.523 -5.635 1.981 -1.476
C -1.484 -4.049 2.036 2.057
C -1.605 -3.365 3.473 -1.291
H 0.010 -5.495 -3.301 0.123
H 1.109 -6.747 -2.815 0.451
H 1.760 -5.361 -3.612 0.504
H 1.470 -4.089 -1.353 -0.848
H 2.383 -5.476 -1.290 0.362
H 0.703 -5.331 0.556 -0.436
H 0.771 -6.801 -0.375 0.484
H -1.454 -6.018 -1.460 0.902
H -1.292 -4.444 -0.582 0.019
H -3.863 -5.532 1.083 0.402
H -3.539 -5.159 -0.551 0.080
H -4.920 -7.578 0.100 0.447
H -3.749 -7.690 -1.179 0.328
H -3.289 -8.442 1.909 0.397
H -3.010 -9.312 0.505 0.401
H -0.919 -8.067 1.403 0.252
H -1.321 -8.032 -0.329 0.446
H -0.560 -6.080 2.229 0.341
H -2.381 -5.981 2.558 0.585
H -2.260 -3.492 1.510 -0.582
H -0.604 -3.557 1.623 -0.539
H -2.385 -3.730 4.141 0.553
H -1.632 -2.284 3.339 -0.004
H -0.683 -3.704 3.946 0.252
N 5.636 4.834 5.531 -0.358
S 5.248 4.331 3.955 1.064
O 4.877 2.966 3.723 -0.377
O 5.847 5.001 2.815 -0.579
F 3.733 4.906 3.861 -0.301
S 6.987 4.186 5.468 1.075
O 7.985 4.824 4.618 -0.623
O 7.181 2.765 5.729 -0.581
F 7.340 4.800 6.879 -0.319
N 1.181 -2.267 8.266 -0.062
S 2.464 -2.407 9.008 0.944
O 3.706 -1.743 8.456 -0.576
O 2.611 -3.607 9.768 -0.598
F 2.108 -1.286 10.208 -0.367
S 1.415 -3.398 7.158 1.003
O 0.831 -4.704 7.561 -0.637
O 2.646 -3.455 6.420 -0.512
F 0.385 -2.892 6.018 -0.201
N -5.837 3.298 2.548 0.117
S -6.560 4.495 2.931 0.902
O -6.222 5.738 2.222 -0.614
O -7.183 4.423 4.245 -0.646
F -7.865 4.010 2.124 -0.337
S -4.336 3.764 3.062 0.977
O -4.112 3.693 4.503 -0.599
O -3.608 4.767 2.323 -0.610
F -3.580 2.430 2.541 -0.083
N -5.427 -1.467 -1.763 0.290
S -6.143 -2.750 -2.020 0.650
O -7.593 -2.857 -1.614 -0.713
O -5.423 -4.025 -1.999 -0.491
F -6.207 -2.609 -3.590 -0.291
S -4.943 -1.899 -0.276 0.692
O -3.683 -2.557 -0.239 -0.674
O -6.009 -2.091 0.760 -0.677
F -4.336 -0.410 0.070 -0.205
```



Below is a structure of composition C4H5InLiO5, with properties calculated with the ωB97M-V functional and the def2-TZVPD basis.

The spin multiplicity is 2. The value obtained for the HOMO energy (alpha / beta) is -26.15 / -26.73 eV. As for the total charge: +4.

Geometry as XYZ:
```
16
Properties=species:S:1:pos:R:3:lowdin_spin:R:1
O 2.615 0.758 -2.082 0.219
C 2.412 1.024 -0.886 0.021
O 3.032 1.755 -0.144 0.014
O 1.200 0.428 -0.400 0.010
C -0.881 0.502 0.711 0.000
C 0.373 1.123 0.305 0.000
Li 4.631 2.662 -0.557 0.006
H -1.530 1.221 1.222 0.000
H -1.416 0.287 -0.232 0.000
H -0.273 -0.014 1.576 0.000
H 0.466 2.213 0.249 0.000
In 2.026 -0.192 -3.493 0.729
O -2.010 -1.870 0.736 0.000
C -3.044 -2.404 1.018 0.000
O -3.329 -3.657 0.908 0.000
H -4.270 -3.836 1.067 0.000
```